# 1
{
  "formula": "C43H48BrN4O2Pd",
  "method": "ωB97M-V/def2-TZVPD",
  "elements": ["Pd", "C", "C", "C", "C", "C", "C", "C", "N", "C", "C", "C", "C", "C", "C", "C", "C", "C", "C", "N", "C", "C", "C", "N", "C", "C", "C", "C", "C", "C", "C", "C", "C", "C", "C", "C", "C", "C", "N", "C", "C", "H", "H", "H", "H", "H", "H", "H", "H", "H", "H", "H", "H", "H", "H", "H", "H", "H", "H", "H", "H", "H", "H", "H", "H", "H", "H", "H", "H", "H", "H", "H", "H", "H", "H", "H", "H", "H", "H", "H", "H", "H", "H", "H", "H", "Br", "C", "C", "C", "C", "C", "C", "C", "O", "O", "H", "H", "H", "H"],
  "xyz": [[-0.4462, 0.6331, -0.1151], [5.4754, 2.5942, -0.7056], [5.0294, 1.3011, -1.3971], [3.8168, 0.7073, -0.7597], [3.7451, -0.2796, 0.1702], [4.8660, -1.0319, 0.8209], [5.3009, -0.4169, 2.1550], [2.3365, -0.4259, 0.4785], [1.5828, 0.4159, -0.1799], [2.4556, 1.1470, -1.0005], [2.0704, 2.0626, -1.9093], [0.7416, 2.4714, -2.2148], [0.4179, 3.4172, -3.2332], [1.3916, 4.1710, -4.0854], [2.0025, 5.3719, -3.3588], [-0.9522, 3.5124, -3.2344], [-1.4178, 2.6232, -2.2163], [-2.7411, 2.4277, -1.8702], [-3.2353, 1.6216, -0.8627], [-2.4551, 0.8599, -0.0279], [-3.3044, 0.2833, 0.8373], [-2.9116, -0.5997, 1.8822], [-1.6698, -1.0430, 2.1531], [-0.5225, -0.7108, 1.4166], [0.4454, -1.4267, 1.9251], [1.8670, -1.4416, 1.4677], [0.0144, -2.2453, 3.0412], [-1.3127, -1.9976, 3.1867], [-2.2547, -2.5292, 4.2161], [-2.5112, -1.5223, 5.3432], [0.9024, -3.1102, 3.8825], [1.5978, -2.3298, 5.0027], [-4.6567, 0.6592, 0.5819], [-4.6135, 1.5010, -0.5026], [-5.7601, 2.2116, -1.1495], [-5.9872, 3.6042, -0.5533], [-5.8653, 0.1801, 1.3248], [-6.3213, -1.2091, 0.8706], [-0.3577, 1.9972, -1.6080], [-1.8068, 4.3354, -4.1456], [-2.2697, 3.5444, -5.3729], [6.3570, 3.0067, -1.1948], [5.7210, 2.4112, 0.3405], [4.6855, 3.3462, -0.7345], [5.8399, 0.5714, -1.3745], [4.8296, 1.5015, -2.4520], [5.7197, -1.0477, 0.1414], [4.5750, -2.0724, 0.9691], [5.6635, 0.6013, 2.0135], [6.1009, -1.0024, 2.6074], [4.4777, -0.3703, 2.8713], [2.8522, 2.5308, -2.4947], [0.8819, 4.5113, -4.9880], [2.1836, 3.5018, -4.4318], [1.2250, 6.0741, -3.0555], [2.7088, 5.9000, -3.9990], [2.5300, 5.0608, -2.4548], [-3.4741, 2.9838, -2.4428], [-3.7105, -0.9654, 2.5158], [2.4756, -1.2972, 2.3653], [-1.8456, -3.4495, 4.6342], [-3.2002, -2.8036, 3.7422], [-1.5830, -1.2743, 5.8588], [-3.2061, -1.9338, 6.0742], [-2.9328, -0.5939, 4.9560], [1.6423, -3.6064, 3.2533], [0.3006, -3.9043, 4.3273], [2.2160, -1.5169, 4.6150], [2.2419, -2.9856, 5.5880], [0.8642, -1.8850, 5.6758], [-6.6632, 1.6105, -1.0312], [-5.5937, 2.2905, -2.2261], [-6.1876, 3.5381, 0.5168], [-6.8339, 4.0979, -1.0295], [-5.1058, 4.2343, -0.6835], [-6.6759, 0.8959, 1.1793], [-5.6684, 0.1753, 2.4001], [-6.5891, -1.1997, -0.1866], [-7.1890, -1.5422, 1.4396], [-5.5266, -1.9469, 0.9974], [-1.2431, 5.2129, -4.4662], [-2.6732, 4.7205, -3.6032], [-1.4139, 3.1886, -5.9478], [-2.8857, 4.1632, -6.0248], [-2.8531, 2.6706, -5.0783], [-0.2271, -4.9943, -2.0816], [1.4530, -5.4145, -1.3312], [1.9813, -6.6531, -1.6671], [3.1957, -7.0617, -1.1443], [3.8904, -6.2396, -0.2696], [3.3615, -5.0110, 0.0729], [2.1431, -4.5714, -0.4546], [1.6408, -3.2215, -0.0857], [2.2441, -2.7666, 1.0542], [0.8312, -2.5575, -0.6670], [1.4306, -7.2943, -2.3404], [3.5954, -8.0284, -1.4203], [4.8384, -6.5549, 0.1437], [3.8978, -4.3670, 0.7544]],
  "lowdin_charge": [1.066, -0.067, -0.174, -0.107, -0.100, -0.167, -0.063, -0.132, 0.039, -0.190, 0.109, -0.204, -0.126, -0.190, -0.077, -0.119, -0.215, 0.112, -0.215, 0.006, -0.203, 0.108, -0.189, 0.038, -0.132, -0.143, -0.101, -0.106, -0.174, -0.069, -0.170, -0.065, -0.126, -0.119, -0.186, -0.076, -0.190, -0.078, 0.006, -0.187, -0.076, 0.080, 0.069, 0.072, 0.112, 0.114, 0.114, 0.096, 0.070, 0.081, 0.066, 0.120, 0.109, 0.112, 0.080, 0.077, 0.067, 0.122, 0.120, 0.154, 0.111, 0.115, 0.070, 0.079, 0.074, 0.108, 0.113, 0.066, 0.080, 0.071, 0.112, 0.110, 0.078, 0.077, 0.074, 0.109, 0.111, 0.080, 0.076, 0.071, 0.111, 0.110, 0.079, 0.077, 0.074, 0.837, -0.592, -0.122, -0.056, -0.060, -0.012, -0.142, -0.414, 0.010, 0.096, 0.101, 0.115, 0.111, 0.109],
  "e_above_lowest_kj_mol": 0.0,
  "charge": 1
}

# 2
{
  "formula": "C46H36F5IN5O2SSbTa",
  "method": "ωB97M-V/def2-TZVPD",
  "elements": ["Ta", "C", "C", "N", "C", "C", "C", "O", "C", "C", "N", "C", "C", "C", "C", "C", "C", "I", "C", "O", "H", "H", "H", "H", "H", "H", "H", "H", "H", "H", "H", "H", "N", "C", "C", "C", "C", "C", "C", "S", "N", "C", "C", "C", "C", "C", "C", "N", "H", "H", "H", "H", "H", "H", "H", "H", "H", "C", "C", "C", "C", "C", "C", "Sb", "C", "C", "C", "C", "C", "C", "C", "C", "C", "C", "C", "C", "H", "H", "H", "H", "H", "H", "H", "H", "H", "H", "H", "H", "H", "H", "H", "F", "C", "F", "C", "F", "F", "F"],
  "xyz": [[0.7206, 0.0076, -0.5552], [-2.3721, -3.2777, -0.4809], [-1.5560, -3.2418, 0.7610], [-1.8680, -4.1422, 1.6715], [-1.1869, -4.2681, 2.7841], [-0.0494, -3.5147, 3.0816], [0.6930, -3.8055, 4.3641], [2.0956, -3.7940, 4.2030], [0.3229, -2.5292, 2.1471], [1.5775, -1.8398, 2.2867], [2.0936, -1.0606, 1.4042], [3.4095, -0.6116, 1.5762], [3.8577, -0.0727, 2.7827], [5.1260, 0.4648, 2.8743], [5.9792, 0.4543, 1.7815], [5.5737, -0.1236, 0.5863], [4.2939, -0.6251, 0.4978], [3.5881, -1.4801, -1.3347], [-0.4824, -2.3491, 0.9811], [-0.1781, -1.3679, 0.1449], [-3.4085, -3.0573, -0.2281], [-2.3511, -4.2957, -0.8673], [-2.0104, -2.5919, -1.2417], [-1.5423, -5.0382, 3.4538], [0.3442, -4.7647, 4.7580], [0.4122, -3.0340, 5.1018], [2.4782, -4.5818, 4.6040], [2.1758, -2.1277, 3.1505], [3.1901, -0.0484, 3.6300], [5.4450, 0.9088, 3.8044], [6.9562, 0.9060, 1.8505], [6.2412, -0.1558, -0.2601], [0.7129, -1.2398, -4.9504], [1.2491, -2.5387, -5.0277], [1.7925, -2.9821, -6.2244], [2.3931, -4.2315, -6.2803], [2.4789, -5.0143, -5.1423], [1.9336, -4.5747, -3.9397], [1.2986, -3.3505, -3.8982], [0.4535, -2.8024, -2.4262], [0.4235, -1.0999, -2.6289], [0.4664, -0.5618, -3.8278], [0.2526, 0.8958, -3.9034], [0.1397, 1.5897, -5.1067], [0.0011, 2.9715, -5.0887], [-0.0838, 3.6101, -3.8637], [-0.0325, 2.8373, -2.7130], [0.1597, 1.5209, -2.7120], [0.7087, -0.7350, -5.8273], [1.7488, -2.3564, -7.1043], [2.7984, -4.5867, -7.2138], [2.9568, -5.9797, -5.1857], [1.9832, -5.1909, -3.0570], [0.1531, 1.0860, -6.0615], [-0.0419, 3.5298, -6.0106], [-0.1881, 4.6804, -3.7829], [-0.1590, 3.3220, -1.7594], [-5.8886, -0.2750, 0.8042], [-5.4146, 0.5575, 1.8080], [-4.0986, 0.9790, 1.7890], [-3.2568, 0.5614, 0.7662], [-3.7286, -0.2498, -0.2528], [-5.0487, -0.6754, -0.2226], [-1.3110, 1.4346, 0.8083], [-1.9797, 3.3871, 0.1402], [-2.7206, 3.4038, -1.0360], [-3.1788, 4.6137, -1.5305], [-2.9157, 5.7884, -0.8430], [-2.2037, 5.7529, 0.3451], [-1.7242, 4.5497, 0.8444], [-0.8590, 1.2138, 2.9222], [-1.4430, 0.1196, 3.5572], [-1.2167, -0.0872, 4.9079], [-0.3962, 0.7798, 5.6162], [0.1923, 1.8582, 4.9740], [-0.0288, 2.0818, 3.6213], [-6.9152, -0.6069, 0.8232], [-6.0680, 0.8826, 2.6026], [-3.7222, 1.6335, 2.5654], [-3.0732, -0.5486, -1.0648], [-5.4252, -1.3140, -1.0067], [-2.9540, 2.4787, -1.5572], [-3.7459, 4.6350, -2.4479], [-3.2755, 6.7298, -1.2295], [-2.0143, 6.6677, 0.8841], [-1.1593, 4.5262, 1.7668], [-2.1031, -0.5509, 3.0116], [-1.7038, -0.9161, 5.3992], [-0.2348, 0.6302, 6.6721], [0.8307, 2.5311, 5.5248], [0.4304, 2.9325, 3.1325], [1.9728, 1.5548, 1.1214], [2.8805, 2.2154, 0.2100], [2.4086, 1.5149, -1.0166], [2.2142, 3.5688, 0.0448], [2.5059, 4.4389, 0.9780], [2.3886, 4.0956, -1.1558], [0.8158, 3.3657, 0.1456]],
  "nbo_charge": [1.988, -0.656, 0.239, -0.364, 0.098, -0.024, -0.100, -0.735, -0.040, 0.155, -0.484, 0.125, -0.212, -0.168, -0.150, -0.213, -0.142, 0.364, 0.186, -0.702, 0.262, 0.267, 0.202, 0.227, 0.215, 0.199, 0.511, 0.267, 0.230, 0.247, 0.252, 0.250, -0.513, 0.169, -0.206, -0.163, -0.163, -0.181, -0.252, 0.511, -0.798, 0.497, 0.123, -0.186, -0.104, -0.186, 0.082, -0.471, 0.435, 0.233, 0.254, 0.252, 0.243, 0.233, 0.263, 0.265, 0.249, -0.163, -0.197, -0.162, -0.388, -0.244, -0.192, 1.246, -0.213, -0.294, -0.191, -0.170, -0.184, -0.244, -0.359, -0.248, -0.196, -0.164, -0.209, -0.155, 0.246, 0.246, 0.219, 0.202, 0.236, 0.219, 0.237, 0.246, 0.246, 0.227, 0.231, 0.236, 0.246, 0.245, 0.223, -0.396, 0.260, -0.431, 0.878, -0.274, -0.296, -0.398],
  "charge": 3,
  "total_energy_ha": -3690.25777
}

# 3
{
  "formula": "C30H90O15",
  "method": "ωB97M-V/def2-TZVPD",
  "elements": ["C", "C", "O", "H", "H", "H", "H", "H", "H", "C", "C", "O", "H", "H", "H", "H", "H", "H", "C", "C", "O", "H", "H", "H", "H", "H", "H", "C", "C", "O", "H", "H", "H", "H", "H", "H", "C", "C", "O", "H", "H", "H", "H", "H", "H", "C", "C", "O", "H", "H", "H", "H", "H", "H", "C", "C", "O", "H", "H", "H", "H", "H", "H", "C", "C", "O", "H", "H", "H", "H", "H", "H", "C", "C", "O", "H", "H", "H", "H", "H", "H", "C", "C", "O", "H", "H", "H", "H", "H", "H", "C", "C", "O", "H", "H", "H", "H", "H", "H", "C", "C", "O", "H", "H", "H", "H", "H", "H", "C", "C", "O", "H", "H", "H", "H", "H", "H", "C", "C", "O", "H", "H", "H", "H", "H", "H", "C", "C", "O", "H", "H", "H", "H", "H", "H"],
  "xyz": [[-4.4206, -0.7310, -2.9115], [-4.0699, -1.0667, -1.4916], [-2.8002, -1.6806, -1.4492], [-5.4437, -0.4794, -3.0449], [-4.0777, -1.5538, -3.5464], [-3.8735, 0.1625, -3.0813], [-4.7806, -1.7144, -1.0358], [-4.0701, -0.1878, -0.7787], [-2.6262, -1.9881, -0.5309], [1.4151, -5.9641, 4.0810], [0.0818, -5.4159, 3.7585], [-0.7208, -5.1889, 4.9395], [2.0537, -6.2421, 3.2259], [1.2264, -6.7875, 4.7264], [1.9629, -5.1910, 4.6886], [-0.4928, -6.1183, 3.1750], [0.1254, -4.5164, 3.1569], [-0.1952, -5.4321, 5.6846], [0.1235, -1.2705, -5.4832], [-0.9779, -1.6265, -4.5185], [-0.3764, -1.7990, -3.2395], [0.6059, -0.2593, -5.3480], [-0.2055, -1.3350, -6.5236], [0.8390, -2.1163, -5.4008], [-1.5132, -2.5595, -4.9042], [-1.6689, -0.8309, -4.4843], [-1.0470, -1.7912, -2.5811], [4.1119, -1.7184, -0.7734], [3.4553, -2.2859, 0.4931], [3.4312, -1.3612, 1.5688], [3.5376, -0.8819, -1.2347], [4.2774, -2.4575, -1.5434], [5.1620, -1.4185, -0.6327], [3.9186, -3.1738, 0.8316], [2.4162, -2.5528, 0.4789], [4.2096, -0.8779, 1.7748], [2.6489, 3.8124, 0.0232], [1.2097, 3.7851, 0.4924], [1.0534, 3.0236, 1.7387], [3.2943, 4.1247, 0.8119], [2.6897, 4.6038, -0.7114], [2.9858, 2.8470, -0.2683], [0.4484, 3.3406, -0.2156], [0.7760, 4.7723, 0.6295], [1.3030, 2.1121, 1.5081], [-2.7050, -4.5250, 1.1391], [-2.4783, -3.2582, 1.9135], [-2.0695, -2.1765, 1.0412], [-2.9666, -5.4101, 1.7502], [-1.7957, -4.8283, 0.5807], [-3.4931, -4.3578, 0.4048], [-1.7389, -3.2862, 2.6614], [-3.4344, -3.0514, 2.3847], [-2.1517, -1.3191, 1.5244], [6.4758, 2.3901, 2.3580], [5.1792, 2.1779, 3.0985], [4.9508, 0.8112, 3.0585], [7.3264, 2.0169, 2.9558], [6.6512, 3.4647, 2.2128], [6.3810, 1.7798, 1.4205], [4.3959, 2.6812, 2.5790], [5.2087, 2.5509, 4.1244], [4.0563, 0.5637, 3.2958], [-4.3178, 0.9809, 3.5408], [-4.1283, 0.3940, 2.1334], [-2.7194, 0.3034, 1.9631], [-3.5905, 0.4598, 4.2088], [-5.3155, 0.7838, 4.0081], [-4.1183, 2.0569, 3.4910], [-4.6079, 1.0994, 1.4221], [-4.5140, -0.6230, 2.0326], [-2.3089, 1.1690, 2.0141], [3.2312, 0.4895, -4.0277], [2.9766, 1.9126, -4.6900], [2.1881, 1.8750, -5.8688], [3.6320, -0.2532, -4.7216], [2.4182, 0.0771, -3.4945], [4.0626, 0.5168, -3.3221], [3.9694, 2.2639, -4.9241], [2.5936, 2.7080, -4.0486], [2.6254, 1.3404, -6.5526], [1.9120, 1.8616, 5.6760], [1.1762, 1.1804, 4.6119], [2.0915, 0.5708, 3.7406], [2.5140, 2.7087, 5.4254], [2.6237, 1.1049, 6.1073], [1.2432, 2.1985, 6.4342], [0.6048, 1.8669, 4.0113], [0.5458, 0.4699, 5.0500], [1.5751, 0.0760, 3.0351], [-1.3169, 4.3862, 4.0254], [-1.9346, 3.9809, 2.6665], [-1.5930, 2.6611, 2.3369], [-0.2612, 4.2943, 4.0346], [-1.7082, 3.7234, 4.7489], [-1.5985, 5.4137, 4.3574], [-1.5933, 4.5899, 1.8450], [-3.0154, 4.0132, 2.6949], [-0.6246, 2.5648, 2.2894], [-1.1025, 1.8837, -4.1428], [-1.6987, 2.1276, -5.4921], [-2.9115, 1.3044, -5.5151], [-0.6134, 0.8894, -3.9728], [-1.8311, 1.9539, -3.3061], [-0.3163, 2.6316, -3.8931], [-1.0098, 1.9439, -6.3243], [-2.0112, 3.1739, -5.6307], [-3.4278, 1.5996, -6.3048], [-0.4431, 0.6725, -0.5151], [0.3678, -0.2630, 0.4565], [1.5430, 0.5275, 0.7372], [0.2402, 1.1673, -1.1155], [-0.9839, 1.3661, 0.1451], [-1.1450, 0.2138, -1.2132], [0.5673, -1.2829, 0.0402], [-0.1396, -0.2607, 1.4325], [2.3255, -0.0789, 0.8681], [-4.3064, 2.8455, -2.2282], [-3.4660, 3.5348, -1.1359], [-4.3036, 4.0857, -0.0994], [-3.7447, 2.5919, -3.1630], [-5.0419, 3.5353, -2.6065], [-4.8471, 1.9877, -1.8215], [-2.8989, 4.3171, -1.5843], [-2.8384, 2.7118, -0.7020], [-4.9816, 4.6009, -0.4404], [1.9430, -5.6567, -2.0403], [0.9315, -4.4989, -2.4048], [1.1869, -3.5178, -1.4075], [2.9751, -5.4562, -2.2917], [1.6193, -6.5474, -2.6446], [1.9277, -5.8129, -1.0138], [-0.0488, -4.8901, -2.5602], [1.4050, -4.1170, -3.3203], [0.5676, -2.7367, -1.6019]],
  "lowdin_charge": [-0.064, -0.320, -0.115, 0.070, 0.089, 0.031, 0.096, 0.113, 0.039, -0.095, -0.332, -0.072, 0.089, 0.064, 0.100, 0.102, 0.096, 0.050, -0.088, -0.313, -0.089, 0.064, 0.074, 0.081, 0.140, 0.060, 0.024, -0.053, -0.270, -0.088, 0.071, 0.063, 0.080, 0.099, 0.084, 0.054, -0.063, -0.256, -0.129, 0.059, 0.075, 0.061, 0.113, 0.104, 0.035, -0.078, -0.268, -0.118, 0.085, 0.081, 0.073, 0.083, 0.110, 0.056, -0.086, -0.349, -0.084, 0.077, 0.074, 0.091, 0.089, 0.114, 0.042, -0.076, -0.280, -0.134, 0.089, 0.081, 0.059, 0.115, 0.108, 0.023, -0.066, -0.282, -0.101, 0.074, 0.035, 0.058, 0.089, 0.104, 0.093, -0.076, -0.328, -0.092, 0.068, 0.107, 0.069, 0.088, 0.105, 0.103, -0.053, -0.274, -0.130, 0.049, 0.055, 0.089, 0.102, 0.103, 0.049, -0.095, -0.282, -0.116, 0.061, 0.057, 0.087, 0.107, 0.109, 0.098, -0.040, -0.205, -0.147, 0.040, 0.053, 0.060, 0.112, 0.097, 0.069, -0.081, -0.271, -0.066, 0.062, 0.063, 0.066, 0.095, 0.112, 0.036, -0.075, -0.290, -0.128, 0.059, 0.085, 0.033, 0.100, 0.102, 0.083],
  "e_above_lowest_kj_mol": 566.0,
  "charge": 0
}